1.
A cluster of 2 separate species, C6H13NO in total, computed with ωB97M-V/def2-TZVPD.

## Properties
Molar mass (g mol⁻¹): 115.176
LUMO level (eV): 0.85
HOMO (eV): -8.44
SMILES: C=N/C=C/CCC.O
Energy above the lowest of the compared OMol25 structures with the same formula, charge and spin (kcal/mol): 75.4

Structure (XYZ):
```
21
Properties=species:S:1:pos:R:3:forces:R:3:lowdin_charge:R:1
C 2.058 -2.970 -1.568 0.9 -1.6 -0.8 -0.06
N 1.817 -1.777 -1.842 0.2 0.7 0.4 -0.01
C 0.876 -0.979 -1.164 0.4 -0.2 -0.4 -0.18
C 1.143 -0.153 -0.158 -0.8 -0.2 1.2 -0.11
C -0.026 0.592 0.459 -0.1 1.0 -1.0 -0.22
C -0.282 1.948 -0.325 0.0 -0.9 0.7 -0.24
C -0.926 3.013 0.597 -1.1 -1.6 -0.3 -0.11
H 1.586 -3.741 -0.944 -0.6 0.9 0.6 0.08
H 2.883 -3.463 -2.101 -0.1 0.4 -0.2 0.06
H -0.091 -0.951 -1.662 -0.1 -0.1 0.2 0.12
H 2.082 -0.068 0.377 0.3 -0.2 -0.5 0.11
H 0.063 0.967 1.478 0.8 -0.6 0.2 0.09
H -0.844 -0.126 0.499 -0.5 0.5 -0.2 0.10
H -0.901 1.824 -1.215 0.0 -0.3 0.1 0.10
H 0.699 2.215 -0.731 -0.1 0.4 0.3 0.10
H -0.295 3.876 0.730 -0.4 0.5 0.0 0.06
H -1.949 3.126 0.223 0.3 1.3 -0.4 0.07
H -1.254 2.592 1.562 1.0 0.0 0.1 0.06
O -3.199 -0.193 2.651 -0.9 0.7 -1.6 -0.05
H -2.345 0.091 2.954 0.2 -0.6 0.9 0.02
H -3.689 -0.865 3.118 0.7 -0.1 0.7 0.03
```
Forces are in eV/Å.

2.
The molecule C6H13NO, computed with ωB97M-V/def2-TZVPD.

## Properties
Molar mass (g mol⁻¹): 115.176
LUMO level (eV): 0.81
HOMO (eV): -8.54
SMILES: C/C(CN)=C(\C)CO
Energy above the lowest of the compared OMol25 structures with the same formula, charge and spin (kcal/mol): 157.5

Structure (XYZ):
```
21
Properties=species:S:1:pos:R:3:forces:R:3:lowdin_charge:R:1
C -0.548 -2.280 0.050 0.3 1.2 -1.0 -0.07
C 0.152 -0.842 -0.082 -1.9 4.9 0.0 -0.15
C 0.878 -0.292 -1.471 1.1 -4.2 1.1 -0.32
N 0.624 1.037 -2.015 3.1 1.9 -4.9 -0.09
C -0.286 0.279 0.702 -0.6 -3.7 0.2 -0.26
C -1.380 0.172 1.786 1.2 -1.2 0.4 -0.06
C 0.235 1.643 0.704 -0.7 2.6 -1.1 -0.39
O 1.595 1.713 0.737 4.5 -5.7 0.1 -0.13
H -1.441 -2.473 -0.732 2.4 0.5 1.4 0.12
H -1.057 -2.262 1.046 0.9 -0.7 -0.9 0.04
H 0.309 -3.033 -0.026 -1.6 0.6 0.1 0.08
H 1.884 -0.956 -1.596 -1.4 2.4 0.4 0.14
H 0.337 -0.841 -2.187 -1.0 -1.4 -0.5 0.05
H 1.623 1.760 -2.177 -3.8 -3.1 1.0 0.18
H 0.359 0.757 -3.177 1.1 1.6 4.4 0.16
H -1.131 0.572 2.888 -0.3 -1.3 -2.5 0.13
H -2.161 0.775 1.405 -1.1 0.9 -0.1 0.06
H -1.743 -0.871 1.637 -0.1 0.9 1.4 0.05
H 0.055 2.173 1.603 -1.8 0.1 1.4 0.09
H -0.129 2.372 -0.091 0.1 -1.3 0.4 0.14
H 1.825 0.598 0.997 -0.4 5.0 -1.1 0.22
```
Forces are in eV/Å.

3.
The molecule C6H13NO, computed with ωB97M-V/def2-TZVPD.

## Properties
Molar mass (g mol⁻¹): 115.176
LUMO level (eV): 0.94
HOMO (eV): -8.14
SMILES: CCN(C)[C@H](C)C=O
Energy above the lowest of the compared OMol25 structures with the same formula, charge and spin (kcal/mol): 68.2

Structure (XYZ):
```
21
Properties=species:S:1:pos:R:3:forces:R:3:lowdin_charge:R:1
C 2.190 0.717 1.466 -1.9 2.5 0.3 -0.10
C 1.318 -0.303 0.671 1.5 3.6 0.6 -0.22
N 0.375 0.554 -0.041 -0.7 -0.6 -2.0 -0.22
C -0.420 1.508 0.754 -0.4 -0.5 0.0 -0.08
C -0.332 -0.260 -1.051 0.2 1.0 -1.2 -0.34
C -1.184 0.622 -2.007 2.0 -1.2 -1.4 -0.07
C -1.195 -1.382 -0.413 -2.1 2.1 -2.0 -0.23
O -0.859 -2.080 0.472 0.3 -1.4 1.1 0.07
H 3.059 0.421 1.935 2.3 -1.3 0.2 0.03
H 1.764 1.258 2.379 -0.6 -1.2 -1.1 0.09
H 2.339 1.615 0.831 0.5 -0.8 0.0 0.08
H 0.803 -0.889 1.382 -0.2 -1.6 0.4 0.08
H 1.974 -0.746 -0.110 -0.7 -0.4 0.9 0.14
H -0.013 2.561 0.745 -0.2 -1.2 0.1 0.10
H -0.396 1.055 1.751 -0.4 0.8 0.3 0.08
H -1.503 1.579 0.451 1.1 -0.2 0.1 0.09
H 0.423 -0.681 -1.785 -0.4 0.0 1.3 0.15
H -1.409 0.019 -2.936 0.1 0.8 0.9 0.10
H -2.053 0.944 -1.571 -2.5 0.5 1.1 0.02
H -0.671 1.561 -2.279 0.2 -0.7 0.0 0.09
H -2.329 -1.352 -0.794 1.6 -0.3 0.5 0.15
```
Forces are in eV/Å.

4.
The molecule C6H13NO, computed with ωB97M-V/def2-TZVPD.

## Properties
Molar mass (g mol⁻¹): 115.176
LUMO level (eV): 0.90
HOMO (eV): -8.38
SMILES: [H]/N=C\[C@@H](C)[C@@H](O)CC
Energy above the lowest of the compared OMol25 structures with the same formula, charge and spin (kcal/mol): 70.4

Structure (XYZ):
```
21
Properties=species:S:1:pos:R:3:forces:R:3:lowdin_charge:R:1
H -2.620 -1.245 0.766 -0.1 0.0 -0.5 0.04
N -3.084 -1.001 -0.123 1.1 1.0 -0.3 0.06
C -2.300 -0.353 -0.893 1.6 -0.6 0.3 -0.13
C -0.503 -0.007 -0.688 -5.4 -1.1 -1.6 -0.28
C -0.208 1.161 -1.604 0.2 -0.1 0.0 -0.09
C -0.417 0.189 0.748 5.2 1.4 0.8 -0.34
O -0.712 -0.898 1.559 0.0 -0.5 0.1 -0.04
C 1.375 0.575 0.926 -2.5 -0.1 1.1 -0.15
C 2.251 -0.653 0.814 0.0 -0.1 -0.2 -0.14
H -2.714 -0.008 -1.858 0.3 0.0 0.2 0.08
H -0.073 -0.947 -1.039 0.2 0.1 0.1 0.13
H -0.712 1.033 -2.567 0.0 0.0 0.1 0.07
H 0.861 1.241 -1.810 -0.1 0.1 0.0 0.07
H -0.553 2.103 -1.171 0.0 -0.1 0.0 0.09
H -0.950 1.061 1.125 0.0 -0.1 -0.1 0.15
H -0.263 -1.691 1.226 -0.1 0.3 0.0 0.10
H 1.408 0.985 1.939 0.1 -0.1 0.0 0.08
H 1.738 1.377 0.280 -0.5 -0.1 -0.2 0.08
H 2.300 -1.024 -0.215 0.0 0.0 0.1 0.07
H 1.895 -1.462 1.459 0.0 0.0 0.0 0.06
H 3.280 -0.436 1.125 -0.2 0.0 -0.1 0.07
```
Forces are in eV/Å.

5.
The molecule C6H13NO, computed with ωB97M-V/def2-TZVPD.

## Properties
Molar mass (g mol⁻¹): 115.176
LUMO level (eV): 0.87
HOMO (eV): -9.44
SMILES: CCNC(=O)C(C)C
Energy above the lowest of the compared OMol25 structures with the same formula, charge and spin (kcal/mol): 51.2

Structure (XYZ):
```
21
Properties=species:S:1:pos:R:3:forces:R:3:lowdin_charge:R:1
C -1.789 -0.930 2.694 -1.0 -2.1 -2.0 -0.08
C -0.495 -1.078 1.870 -2.0 0.2 -1.0 -0.22
N -0.183 0.024 0.953 -0.7 -0.5 1.0 0.06
C 0.062 -0.258 -0.353 -0.7 1.9 -0.6 -0.51
O -0.035 -1.373 -0.755 0.1 -2.7 -1.0 0.08
C 0.318 0.871 -1.346 2.6 2.0 1.6 -0.31
C 1.238 1.977 -0.566 -1.5 -1.0 -1.0 -0.06
C 0.979 0.458 -2.654 -0.3 2.7 -1.3 -0.08
H -2.690 -0.857 2.042 0.7 0.8 0.2 0.08
H -1.677 -0.131 3.368 -0.4 0.8 1.1 0.04
H -2.059 -1.930 3.140 0.9 1.1 0.3 0.09
H 0.278 -1.066 2.556 1.8 -0.8 1.4 0.09
H -0.595 -1.990 1.287 0.6 0.1 0.1 0.11
H -0.059 0.894 1.434 0.2 0.2 -0.6 0.11
H -0.606 1.474 -1.559 0.6 -0.9 0.3 0.15
H 2.375 1.787 -0.438 -2.3 0.0 0.3 0.11
H 0.507 2.165 0.261 1.8 0.5 0.0 0.06
H 1.071 2.771 -1.275 0.6 0.9 0.1 0.04
H 0.156 0.441 -3.305 -1.4 -2.3 -1.2 0.04
H 1.695 -0.361 -2.663 -0.4 0.1 -0.1 0.08
H 1.286 1.378 -3.343 0.8 -1.2 2.3 0.12
```
Forces are in eV/Å.

6.
A structure of composition C6H13NO, computed with ωB97M-V/def2-TZVPD.

## Properties
Molar mass (g mol⁻¹): 115.176
LUMO level (eV): 0.63
HOMO (eV): -7.51
Energy above the lowest of the compared OMol25 structures with the same formula, charge and spin (kcal/mol): 131.2

Structure (XYZ):
```
21
Properties=species:S:1:pos:R:3:forces:R:3:lowdin_charge:R:1
C -0.276 0.155 0.382 0.1 0.0 0.1 -0.55
C 0.102 -0.939 -0.646 -0.1 0.1 -0.1 -0.26
C 0.684 0.275 1.594 -0.1 -0.1 -0.2 -0.05
C -0.432 1.520 -0.288 0.0 -0.2 0.0 -0.07
C 1.123 -0.446 -2.146 0.0 0.0 0.2 -0.01
C -1.616 -0.344 0.913 0.0 0.1 0.0 -0.20
O 0.598 -2.125 -0.123 0.1 0.1 0.1 -0.06
N -2.614 0.419 1.065 0.1 -0.1 0.0 0.11
H 1.191 -1.988 0.636 -0.1 0.0 -0.1 0.08
H 1.218 -0.294 -0.912 0.0 0.0 0.1 0.08
H -3.414 -0.094 1.437 0.1 0.0 0.0 0.05
H -1.626 -1.411 1.165 0.0 0.0 0.0 0.12
H 0.770 -0.663 2.151 0.0 0.0 0.0 0.07
H 1.685 0.573 1.266 0.0 0.0 0.0 0.09
H 0.320 1.027 2.296 0.0 0.0 0.0 0.09
H -1.101 1.453 -1.145 0.0 0.0 0.0 0.09
H 0.537 1.905 -0.619 0.0 0.0 0.0 0.08
H -0.863 2.234 0.411 0.0 0.0 0.0 0.08
H 0.427 0.206 -2.654 0.0 0.0 0.0 0.07
H 1.141 -1.444 -2.562 0.0 0.0 0.0 0.08
H 2.146 -0.017 -2.221 -0.1 -0.1 0.0 0.08
```
Forces are in eV/Å.

Question: Look up the energy above the lowest of the compared OMol25 structures with the same formula, charge and spin of the first one.
Answer: 75.4 kcal/mol